Entry from the OMol25 dataset: C3H8O in the gas phase (ωB97M-V/def2-TZVPD).

The geometry in XYZ format:
```
12
Properties=species:S:1:pos:R:3:forces:R:3
C -1.5217 0.1227 -0.0284 -0.1 0.0 0.0
C -0.1178 -0.4457 -0.2252 0.1 -0.1 0.0
C 0.9914 0.4826 0.2514 -0.3 0.2 0.0
O 2.2406 -0.1810 0.3209 0.1 -0.1 -0.1
H -1.6312 0.5566 0.9723 0.0 -0.1 -0.1
H -2.2765 -0.6621 -0.1344 0.1 0.1 0.0
H -1.7515 0.9065 -0.7580 0.1 -0.1 0.1
H -0.0099 -1.3903 0.3242 -0.1 0.1 0.0
H 0.0456 -0.6766 -1.2881 0.0 0.0 0.2
H 0.7692 0.8454 1.2628 0.0 -0.1 -0.1
H 1.0539 1.3655 -0.4049 0.0 -0.1 0.1
H 2.2079 -0.9237 -0.2925 0.1 0.1 0.0
```
Positions in Å, forces in eV/Å.

Results
**Total energy**: -194.32761 Eh
**LUMO energy**: 0.0417 Ha
**Energy relative to the best compared isomer or geometry (same formula, charge and spin)**: 21.9 kJ/mol
**Highest occupied orbital energy**: -10.26 eV
**Net charge**: 0
**SMILES**: CCCO
**Strongest force on any atom**: 0.0079 Eh/bohr



Entry from the OMol25 dataset: 2 unconnected molecules or ions with the total composition C3H8O (ωB97M-V/def2-TZVPD).

The geometry in XYZ format:
```
12
Properties=species:S:1:pos:R:3:forces:R:3
C 1.3982 -0.8067 0.0436 -0.5 -0.6 -0.9
C 2.1968 0.0197 -0.6052 1.4 0.2 0.7
O 3.3989 0.4680 -0.0488 -0.5 0.3 0.4
H 0.8248 -1.4859 -0.5764 -0.8 0.5 0.0
H 1.3231 -0.9742 1.1053 0.7 -0.1 0.1
H 2.1326 0.3453 -1.6342 -0.3 -0.6 -0.3
H 3.3155 1.3242 0.3790 -0.1 0.2 0.0
C -2.9043 0.1994 0.2608 -0.3 0.7 0.2
H -3.5261 0.6340 1.0470 0.1 0.1 -0.1
H -3.1536 0.6743 -0.6874 -0.2 -0.2 0.0
H -1.8671 0.4610 0.4605 0.1 -0.5 0.1
H -3.1389 -0.8589 0.2558 0.4 -0.2 -0.2
```
Positions in Å, forces in eV/Å.

Results
**Total energy**: -194.28035 Eh
**LUMO energy**: 0.0350 Ha
**Energy relative to the best compared isomer or geometry (same formula, charge and spin)**: 146.0 kJ/mol
**Highest occupied orbital energy**: -9.69 eV
**Net charge**: 0
**SMILES**: C=CO.C
**Strongest force on any atom**: 0.0301 Eh/bohr



Entry from the OMol25 dataset: 2 unconnected molecules or ions with the total composition C3H8O (ωB97M-V/def2-TZVPD).

The geometry in XYZ format:
```
12
Properties=species:S:1:pos:R:3:forces:R:3
C -1.9875 1.5716 0.5920 -0.9 -0.2 -0.4
O -2.8059 0.9001 0.0170 0.4 0.2 0.0
H -1.7758 1.3955 1.6414 0.3 -0.1 0.6
H -1.4954 2.4254 0.1111 0.2 0.1 -0.1
C 1.4515 -0.9327 -0.5928 0.2 -0.8 0.8
C 2.7902 -1.3971 -0.0183 0.2 0.5 0.2
H 0.9560 -0.2199 0.0731 0.1 0.1 -0.3
H 0.7857 -1.7915 -0.7014 -0.1 0.1 0.0
H 1.6332 -0.5302 -1.5707 -0.2 0.5 -0.5
H 3.4914 -0.5555 0.0557 -0.1 -0.2 -0.1
H 2.7179 -1.8260 0.9808 -0.2 0.0 0.0
H 3.2389 -2.1439 -0.6630 0.1 -0.1 -0.1
```
Positions in Å, forces in eV/Å.

Results
**Total energy**: -194.29950 Eh
**LUMO energy**: 0.0284 Ha
**Energy relative to the best compared isomer or geometry (same formula, charge and spin)**: 95.7 kJ/mol
**Highest occupied orbital energy**: -10.29 eV
**Net charge**: 0
**SMILES**: C=O.CC
**Strongest force on any atom**: 0.0214 Eh/bohr



Entry from the OMol25 dataset: 2 unconnected molecules or ions with the total composition C3H8O (ωB97M-V/def2-TZVPD).

The geometry in XYZ format:
```
12
Properties=species:S:1:pos:R:3:forces:R:3
C 0.3255 -1.2732 0.4743 0.6 -0.2 1.2
C -0.9809 -1.2685 0.6441 0.2 -0.3 -0.9
O -1.8061 -1.0891 -0.4465 0.0 -0.2 0.3
H 0.9509 -1.2811 1.3578 -0.1 -0.2 0.1
H 0.8726 -1.3703 -0.4372 -0.2 0.5 -0.7
H -1.4203 -1.4709 1.6147 -0.3 0.5 0.0
H -2.5016 -1.7517 -0.4469 -0.2 0.0 0.1
C 2.1019 2.9376 -0.5824 -0.2 0.3 -0.3
H 2.6213 2.0045 -0.7553 -0.1 -0.3 0.2
H 1.0705 2.8970 -0.9243 0.0 -0.2 -0.2
H 2.0618 3.1962 0.4728 0.3 0.0 0.0
H 2.6207 3.6900 -1.1770 0.0 0.2 0.3
```
Positions in Å, forces in eV/Å.

Results
**Total energy**: -194.29268 Eh
**LUMO energy**: 0.0334 Ha
**Energy relative to the best compared isomer or geometry (same formula, charge and spin)**: 113.6 kJ/mol
**Highest occupied orbital energy**: -9.36 eV
**Net charge**: 0
**SMILES**: C=CO.C
**Strongest force on any atom**: 0.0263 Eh/bohr



Entry from the OMol25 dataset: C3H8O in the gas phase (ωB97M-V/def2-TZVPD).

The geometry in XYZ format:
```
12
Properties=species:S:1:pos:R:3:forces:R:3
C 1.5376 0.7782 0.4366 0.0 0.0 0.0
C 0.0524 0.4927 0.3367 0.1 0.3 0.1
O -0.1133 -0.8671 0.0000 0.1 0.0 0.0
C -1.3407 -1.1323 -0.6237 -0.3 -0.1 -0.1
H 2.0150 0.6200 -0.5353 0.0 0.0 0.1
H 1.7158 1.8102 0.7545 0.0 -0.1 0.0
H 2.0071 0.1057 1.1603 -0.1 0.1 -0.1
H -0.4086 1.1347 -0.4320 0.1 -0.1 0.1
H -0.4564 0.7112 1.2912 0.1 -0.1 -0.2
H -2.1973 -0.7783 -0.0294 0.1 0.0 0.0
H -1.3916 -0.6586 -1.6176 0.0 -0.1 0.2
H -1.4201 -2.2163 -0.7413 0.0 0.2 0.0
```
Positions in Å, forces in eV/Å.

Results
**Total energy**: -194.31538 Eh
**LUMO energy**: 0.0434 Ha
**Energy relative to the best compared isomer or geometry (same formula, charge and spin)**: 54.0 kJ/mol
**Highest occupied orbital energy**: -9.78 eV
**Net charge**: 0
**SMILES**: CCOC
**Strongest force on any atom**: 0.0065 Eh/bohr



Entry from the OMol25 dataset: 2 unconnected molecules or ions with the total composition C3H8O (ωB97M-V/def2-TZVPD).

The geometry in XYZ format:
```
12
Properties=species:S:1:pos:R:3:forces:R:3
C -2.4767 0.2755 -0.1394 0.1 0.2 -1.0
C -0.9533 0.3819 -0.1463 -0.4 -0.6 3.0
O -0.3859 1.0470 0.7177 -0.4 -1.0 -2.2
H -2.9234 0.7361 0.7829 0.5 -0.7 -1.0
H -2.8860 -0.7322 -0.4718 0.6 1.1 0.8
H -2.6819 0.9212 -1.0070 -0.6 0.1 0.1
H -0.4422 -0.3534 -0.8271 0.1 0.9 0.1
C 2.5908 -0.4166 0.1842 -0.1 -0.8 0.4
H 2.9979 0.4229 0.8371 -0.4 -0.7 -1.7
H 1.6776 -0.2153 -0.4170 1.0 0.7 0.3
H 2.1509 -1.0640 0.9639 0.5 -0.3 -0.3
H 3.3320 -1.0030 -0.4772 -0.9 1.2 1.4
```
Positions in Å, forces in eV/Å.

Results
**Total energy**: -194.29469 Eh
**LUMO energy**: 0.0364 Ha
**Energy relative to the best compared isomer or geometry (same formula, charge and spin)**: 108.3 kJ/mol
**Highest occupied orbital energy**: -10.01 eV
**Net charge**: 0
**SMILES**: CC=O.C
**Strongest force on any atom**: 0.0608 Eh/bohr



Entry from the OMol25 dataset: a molecular structure, C3H8O (ωB97M-V/def2-TZVPD).

The geometry in XYZ format:
```
12
Properties=species:S:1:pos:R:3:forces:R:3
C -1.6356 0.1695 -0.3583 0.1 0.2 1.0
C -0.1732 -0.8473 0.4395 -2.4 1.9 -0.3
O 0.7524 0.0010 0.9896 -0.1 -0.1 -0.2
C 1.7657 0.3842 0.0897 0.1 0.1 -0.1
H -1.5716 0.4954 -1.4266 0.6 -0.5 0.8
H -2.5715 -0.3868 -0.2468 0.2 0.1 0.3
H -1.5601 1.0210 0.2962 -0.5 0.5 0.1
H -0.4012 -0.9143 -0.6124 2.1 -1.9 -0.5
H -0.6657 -1.3737 1.2478 -0.2 -0.4 -0.6
H 2.3308 -0.4965 -0.2189 0.2 0.0 -0.1
H 1.3062 0.8417 -0.7897 0.2 0.1 -0.1
H 2.4238 1.1059 0.5899 -0.2 -0.2 -0.1
```
Positions in Å, forces in eV/Å.

Results
**Total energy**: -194.20605 Eh
**LUMO energy**: 0.0412 Ha
**Energy relative to the best compared isomer or geometry (same formula, charge and spin)**: 341.0 kJ/mol
**Highest occupied orbital energy**: -8.19 eV
**Net charge**: 0
**Strongest force on any atom**: 0.0607 Eh/bohr



Entry from the OMol25 dataset: a molecular structure, C3H8O (ωB97M-V/def2-TZVPD).

The geometry in XYZ format:
```
12
Properties=species:S:1:pos:R:3:forces:R:3
C 1.4016 0.4182 0.3865 -0.3 0.1 0.3
C 0.8177 -0.5238 -0.5859 -1.1 -0.3 0.8
O -0.6862 -0.8714 0.4742 1.4 0.7 -1.8
C -1.7160 -0.0189 0.1083 0.0 0.9 -0.6
H 2.4187 0.7890 0.2054 -0.2 -0.2 -0.2
H 0.6961 1.2636 0.2688 0.6 0.1 0.4
H 1.2586 0.0089 1.3781 0.4 0.2 0.2
H 0.7363 -1.5717 -0.5522 1.6 -1.2 0.2
H 1.0250 -0.1658 -1.6363 -1.8 -0.1 0.7
H -1.3594 1.0403 0.2058 -0.6 -0.4 -0.1
H -1.9360 -0.2440 -0.9389 -0.5 0.5 -0.1
H -2.6564 -0.1243 0.6863 0.7 -0.2 0.1
```
Positions in Å, forces in eV/Å.

Results
**Total energy**: -194.21159 Eh
**LUMO energy**: 0.0261 Ha
**Energy relative to the best compared isomer or geometry (same formula, charge and spin)**: 326.5 kJ/mol
**Highest occupied orbital energy**: -9.31 eV
**Net charge**: 0
**Strongest force on any atom**: 0.0462 Eh/bohr



Entry from the OMol25 dataset: C3H8O in the gas phase (ωB97M-V/def2-TZVPD).

The geometry in XYZ format:
```
12
Properties=species:S:1:pos:R:3:forces:R:3
C 1.4106 0.3447 -0.2048 0.0 0.0 0.1
C 0.4636 -0.8002 0.1409 0.3 0.0 0.1
O -0.7809 -0.7183 -0.5148 -0.1 0.0 -0.1
C -1.6309 0.2743 -0.0003 -0.2 0.2 0.1
H 2.3936 0.1735 0.2536 -0.2 0.0 -0.1
H 1.5390 0.4153 -1.2878 0.0 0.0 0.1
H 1.0324 1.3067 0.1557 0.1 -0.1 0.0
H 0.3115 -0.8498 1.2307 0.0 0.0 -0.1
H 0.8939 -1.7548 -0.1757 0.0 0.1 0.0
H -1.2664 1.2933 -0.1918 0.0 -0.1 0.0
H -2.5980 0.1535 -0.4935 0.1 0.0 0.1
H -1.7686 0.1618 1.0878 0.0 0.0 -0.2
```
Positions in Å, forces in eV/Å.

Results
**Total energy**: -194.31482 Eh
**LUMO energy**: 0.0423 Ha
**Energy relative to the best compared isomer or geometry (same formula, charge and spin)**: 55.5 kJ/mol
**Highest occupied orbital energy**: -9.79 eV
**Net charge**: 0
**SMILES**: CCOC
**Strongest force on any atom**: 0.0059 Eh/bohr



Entry from the OMol25 dataset: 2 unconnected molecules or ions with the total composition C3H8O2 (ωB97M-V/def2-TZVPD).

The geometry in XYZ format:
```
13
Properties=species:S:1:pos:R:3:forces:R:3
O 1.6595 -2.2019 2.1970 -2.3 2.3 -0.8
C 0.7790 -1.4933 1.6706 3.0 -2.2 2.3
O 0.2341 -0.4000 2.2373 -0.6 -1.0 -2.3
H 0.4616 -1.8129 0.7086 -1.0 0.5 -1.0
H 0.7016 -0.2938 3.0390 0.9 0.3 1.8
C -0.4029 1.5278 -1.0620 4.5 0.1 -2.4
C -0.6740 0.0858 -1.4806 0.4 -1.7 1.9
H -0.8554 1.6496 -0.1275 -0.7 1.2 1.1
H 0.8407 1.7385 -0.9612 -3.3 -0.9 0.2
H -0.5761 2.2106 -1.8986 -0.8 0.3 0.6
H -0.8345 -0.3888 -0.4721 -0.5 0.0 -1.0
H 0.2522 -0.4776 -1.7521 -0.9 0.6 -0.8
H -1.5857 -0.1438 -2.0986 1.2 0.4 0.4
```
Positions in Å, forces in eV/Å.

Results
**Total energy**: -269.53978 Eh
**LUMO energy**: 0.0280 Ha
**Energy relative to the best compared isomer or geometry (same formula, charge and spin)**: 144.7 kJ/mol
**Highest occupied orbital energy**: -10.89 eV
**Net charge**: 0
**SMILES**: O=CO.CC
**Strongest force on any atom**: 0.1000 Eh/bohr



Entry from the OMol25 dataset: 2 unconnected molecules or ions with the total composition C3H8O2 (ωB97M-V/def2-TZVPD).

The geometry in XYZ format:
```
13
Properties=species:S:1:pos:R:3:forces:R:3
C -0.7130 0.8939 1.2607 1.4 0.2 1.9
C 0.3369 0.0064 1.0213 0.0 2.8 -3.3
C 1.7139 0.0375 1.7506 -2.8 -3.0 3.0
O 0.4917 -0.3916 -0.3422 1.3 -2.1 2.4
H -0.2932 1.8295 1.7438 -1.1 -1.4 0.6
H -1.8313 0.8477 1.1673 1.6 -0.1 -1.0
H 1.3679 0.2914 2.8387 1.3 0.7 -2.0
H 2.1231 -1.0262 2.0525 -1.0 1.6 -1.3
H 2.4983 0.5183 1.2234 0.5 0.9 -0.1
H -0.2376 -0.1478 -0.8858 -1.3 0.5 -0.2
O -1.5786 -0.4486 -2.8557 -2.3 0.3 0.7
H -0.7294 -0.5804 -3.1993 1.8 -0.4 -1.1
H -2.2298 -0.6374 -3.5529 0.6 0.1 0.4
```
Positions in Å, forces in eV/Å.

Results
**Total energy**: -269.47479 Eh
**LUMO energy**: 0.0223 Ha
**Energy relative to the best compared isomer or geometry (same formula, charge and spin)**: 315.3 kJ/mol
**Highest occupied orbital energy**: -8.01 eV
**Net charge**: 0
**SMILES**: C=C(C)O.O
**Strongest force on any atom**: 0.0975 Eh/bohr



Entry from the OMol25 dataset: 2 unconnected molecules or ions with the total composition C3H8O2 (ωB97M-V/def2-TZVPD).

The geometry in XYZ format:
```
13
Properties=species:S:1:pos:R:3:forces:R:3
C -1.2146 -0.8392 -1.7032 0.9 -1.6 0.8
C 0.1127 -0.4558 -1.0209 -0.4 1.0 -0.3
C 0.0479 1.0437 -0.7597 0.7 -0.2 1.7
O 0.9893 1.7720 -0.5811 0.1 0.0 -0.7
H -1.1664 -1.8841 -2.0218 0.1 0.1 -0.3
H -2.0399 -0.8522 -1.0011 -0.3 0.6 0.0
H -1.3814 -0.2094 -2.5600 -0.3 0.2 -0.2
H 0.9968 -0.7511 -1.5775 0.0 0.3 -0.4
H 0.3136 -0.8623 -0.0232 -0.6 -0.2 0.0
H -0.9429 1.4121 -0.4190 -0.3 -0.1 -0.6
O 0.4166 -0.8264 3.2568 0.1 0.1 0.5
H 0.4518 -0.9132 4.2247 -0.1 0.0 -0.6
H -0.1110 -1.5664 2.9471 0.0 -0.1 0.1
```
Positions in Å, forces in eV/Å.

Results
**Total energy**: -269.55456 Eh
**LUMO energy**: 0.0248 Ha
**Energy relative to the best compared isomer or geometry (same formula, charge and spin)**: 105.9 kJ/mol
**Highest occupied orbital energy**: -9.58 eV
**Net charge**: 0
**SMILES**: CCC=O.O
**Strongest force on any atom**: 0.0385 Eh/bohr